Record 1
Formula: C24H27N5O3
Source: the OMol25 dataset
Level of theory: the ωB97M-V functional and the def2-TZVPD basis

Structure (XYZ):
```
59
Properties=species:S:1:pos:R:3:forces:R:3:nbo_charge:R:1
O 4.24007 -0.80142 -1.88127 0.0 -0.1 -0.1 -0.629
C 4.32871 -0.42749 -0.72465 0.2 0.0 -0.1 0.581
N 5.32401 -0.70686 0.12211 0.1 0.2 0.4 -0.578
C 6.42415 -1.58975 -0.18981 0.0 -0.1 -0.2 -0.250
C 6.28192 -2.91144 0.51780 0.1 -0.1 0.1 -0.073
C 7.22318 -3.36545 1.43168 -0.2 0.0 -0.1 -0.176
C 7.01955 -4.58391 2.05960 -0.1 0.0 0.0 -0.251
C 5.87181 -5.29770 1.75159 0.3 -0.1 0.2 0.031
N 4.96716 -4.87444 0.88491 -0.5 -0.3 -0.1 -0.407
C 5.16888 -3.71712 0.28586 0.2 0.3 -0.1 0.043
C 3.25525 0.45269 -0.07402 -0.2 0.2 -0.1 0.582
O 3.33198 0.80348 1.09016 0.0 0.0 0.1 -0.628
N 2.28830 0.76768 -0.94144 0.0 -0.2 -0.4 -0.587
C 1.07605 1.45891 -0.59090 -0.2 -0.1 0.3 -0.219
C -0.06356 0.45962 -0.30500 0.1 0.0 0.0 -0.096
C -0.28397 -0.45365 -1.47722 0.2 0.6 -0.4 0.260
C -0.32551 -0.23407 -2.82491 0.1 0.0 0.7 -0.324
C -0.59610 -1.48857 -3.42440 -0.1 -0.5 0.3 -0.311
C -0.70069 -2.37532 -2.39990 -0.1 0.0 -0.9 0.089
O -0.51489 -1.75969 -1.22097 0.0 -0.1 0.5 -0.400
N -1.25923 1.16521 0.14370 0.1 0.0 0.1 -0.436
C -2.17732 0.31159 0.87622 -0.2 0.1 0.3 -0.224
C -3.26731 1.15988 1.53350 0.1 -0.3 0.0 -0.208
N -3.97484 1.89235 0.51018 0.3 -0.2 -0.1 -0.469
C -5.28430 2.30936 0.71582 -0.4 0.1 0.1 0.270
C -5.90943 2.24029 1.96347 0.3 0.0 0.0 -0.301
C -7.23535 2.60255 2.11274 -0.2 0.1 0.0 -0.186
C -7.97308 3.05021 1.03199 -0.1 0.0 0.1 -0.252
C -7.36553 3.12361 -0.21096 0.0 0.1 0.0 -0.189
C -6.04593 2.75531 -0.37044 0.1 0.1 0.0 -0.277
C -3.06299 2.73076 -0.23602 0.2 0.0 -0.3 -0.213
C -1.99177 1.86561 -0.89550 -0.2 0.3 0.1 -0.232
H 5.21468 -0.35214 1.06497 -0.1 0.0 -0.1 0.428
H 7.36734 -1.10861 0.08647 -0.1 -0.1 -0.1 0.206
H 6.39776 -1.73988 -1.27419 0.1 0.1 0.1 0.244
H 8.10456 -2.77643 1.64564 0.1 0.1 0.0 0.213
H 7.73326 -4.96720 2.77220 0.0 -0.1 0.1 0.220
H 5.66294 -6.25236 2.21576 0.1 -0.1 0.1 0.193
H 4.40763 -3.41056 -0.42011 -0.1 0.1 -0.1 0.200
H 2.35602 0.32401 -1.85074 0.1 0.0 0.1 0.433
H 1.26774 2.03689 0.31504 -0.1 0.0 -0.1 0.242
H 0.80890 2.13389 -1.40487 0.0 0.0 0.1 0.199
H 0.26011 -0.16668 0.53515 0.0 0.1 -0.1 0.228
H -0.18264 0.69738 -3.33396 0.0 0.3 0.0 0.226
H -0.69539 -1.69357 -4.47029 0.0 -0.1 -0.2 0.231
H -0.89496 -3.42894 -2.37800 0.0 -0.1 0.1 0.206
H -1.62271 -0.21903 1.65274 0.0 0.0 0.0 0.206
H -2.65603 -0.43148 0.21611 0.0 0.0 0.1 0.176
H -3.95927 0.49215 2.04792 0.0 0.1 0.0 0.212
H -2.79853 1.83552 2.26665 -0.1 -0.1 0.0 0.177
H -5.35774 1.91811 2.83288 0.1 0.0 0.1 0.212
H -7.69181 2.54303 3.09054 0.0 0.0 0.1 0.211
H -9.00663 3.33633 1.15406 -0.1 0.0 0.0 0.211
H -7.92949 3.46195 -1.06847 0.0 0.0 -0.1 0.211
H -5.60382 2.79366 -1.35479 0.0 0.0 -0.1 0.208
H -3.60293 3.29474 -0.99460 0.0 0.0 0.0 0.212
H -2.56365 3.44391 0.44063 0.0 0.0 -0.1 0.179
H -1.30835 2.50644 -1.45279 0.0 0.0 -0.1 0.198
H -2.47622 1.16664 -1.59787 0.0 0.1 0.0 0.181
```
Forces are in eV/Å.

## Properties
- Kohn-Sham gap (Eh) = 0.312
- SMILES = O=C(NCc1cccnc1)C(=O)NC[C@H](c1ccco1)N1CCN(c2ccccc2)CC1

Record 2
Formula: C24H27NO4
Source: the OMol25 dataset
Level of theory: the ωB97M-V functional and the def2-TZVPD basis

Structure (XYZ):
```
56
Properties=species:S:1:pos:R:3:forces:R:3:nbo_charge:R:1
C -3.48348 -0.97983 3.71467 -0.2 0.0 0.1 -0.620
C -2.06847 -1.34718 3.36686 -0.2 0.1 0.0 -0.070
O -1.25961 -0.17751 3.19304 -1.2 -0.6 0.1 -0.546
C 0.03980 -0.54965 3.03226 2.2 1.3 -0.2 0.720
C 0.91341 0.60807 3.04965 0.6 -2.3 -0.3 -0.391
C 0.36108 1.95758 3.11403 -0.2 1.1 0.1 -0.620
C 2.35098 0.44557 3.20694 -1.5 1.1 -0.2 0.742
O 3.12450 1.39589 3.33357 0.0 -0.2 0.0 -0.701
O 2.79105 -0.82806 3.23066 1.1 -0.2 0.1 -0.508
C 4.18621 -0.87458 3.55450 0.1 0.0 0.1 -0.072
C 4.71465 -2.26419 3.36417 0.2 -0.3 0.0 -0.616
O 0.34148 -1.72788 2.89145 -0.3 -0.3 -0.1 -0.686
H -4.03371 -1.91513 3.83027 -0.1 0.0 0.0 0.206
H -3.53840 -0.45087 4.67000 0.0 0.1 -0.2 0.212
H -3.97785 -0.39646 2.93288 0.1 0.1 0.1 0.193
H -1.63676 -1.94693 4.17440 0.0 -0.1 -0.3 0.192
H -2.04544 -1.93971 2.44485 0.1 -0.1 0.2 0.167
H 1.19039 2.65244 2.94301 -0.3 0.1 0.0 0.234
H -0.42074 2.10910 2.35700 0.1 0.2 0.2 0.189
H -0.06592 2.18261 4.10504 -0.1 0.1 -0.2 0.194
H 4.74851 -0.18755 2.91395 -0.2 0.0 0.2 0.187
H 4.31977 -0.56532 4.59926 0.0 0.1 -0.2 0.175
H 5.75643 -2.26198 3.68755 0.1 -0.1 0.0 0.202
H 4.18231 -3.00511 3.96283 -0.1 0.0 -0.1 0.211
H 4.70699 -2.55381 2.31148 -0.2 -0.1 0.0 0.194
C 2.93910 -1.99426 -3.08904 0.5 -0.3 0.1 -0.414
N 1.76599 -1.16610 -2.89271 -0.4 0.4 1.7 -0.294
C 1.21601 -0.90562 -1.67557 0.0 -0.2 -1.3 0.168
C 0.04521 -0.11608 -1.84072 -0.4 0.4 0.1 -0.194
C -0.84659 0.24471 -0.82817 0.9 -0.7 -0.1 0.060
C -1.95689 1.15306 -0.96860 -1.0 0.9 -0.1 -0.145
C -1.87554 2.37271 -1.69717 0.0 -0.5 0.1 -0.169
C -2.99916 3.17551 -1.88066 0.1 -0.3 0.1 -0.215
C -4.23214 2.78797 -1.34017 0.3 -0.3 0.1 -0.183
C -4.32694 1.61314 -0.58120 0.1 0.1 -0.1 -0.164
C -3.20208 0.82458 -0.37131 0.7 -0.1 -0.1 -0.159
C -0.07899 0.10721 -3.29011 0.6 -0.4 -0.1 -0.002
C -1.05943 0.66819 -4.09179 -0.2 0.2 -0.6 -0.208
C -0.90327 0.65315 -5.48634 0.1 -0.1 0.5 -0.198
C 0.20275 0.02865 -6.08059 0.3 -0.1 0.5 -0.196
C 1.17674 -0.60611 -5.28619 -0.3 0.3 -0.1 -0.234
C 1.01718 -0.54743 -3.90618 -0.8 0.2 0.1 0.121
H 3.14606 -2.06644 -4.15716 0.0 0.0 0.2 0.223
H 3.81176 -1.56940 -2.57705 -0.2 0.0 -0.2 0.231
H 2.78454 -3.00143 -2.67961 -0.1 0.3 -0.2 0.229
H 1.64107 -1.29420 -0.75238 0.0 0.1 -0.2 0.259
H -0.72918 -0.27893 0.12870 0.0 0.3 -0.1 0.255
H -0.91906 2.65730 -2.14222 -0.3 0.0 0.2 0.230
H -2.91464 4.09408 -2.46476 0.0 -0.3 0.2 0.226
H -5.11533 3.40354 -1.50139 0.2 -0.1 0.0 0.224
H -5.27880 1.30971 -0.14384 0.3 0.1 -0.1 0.220
H -3.24585 -0.09267 0.22097 -0.1 0.3 -0.1 0.229
H -1.93543 1.11629 -3.62975 0.2 -0.1 -0.4 0.236
H -1.65859 1.13732 -6.10524 0.2 -0.2 0.1 0.224
H 0.29949 0.03581 -7.16603 0.0 -0.1 0.3 0.227
H 2.03485 -1.12381 -5.70806 -0.3 0.1 -0.2 0.223
```
Forces are in eV/Å.

## Properties
- Kohn-Sham gap (Eh) = 0.108

Record 3
Formula: C24H28Al2F14KMgNO9V
Source: the OMol25 dataset
Level of theory: the ωB97M-V functional and the def2-TZVPD basis

Structure (XYZ):
```
81
Properties=species:S:1:pos:R:3:forces:R:3:mulliken_charge:R:1
C 2.51142 -1.92892 2.30202 -0.8 -0.4 0.6 -0.115
C 2.32234 -0.73146 2.09841 -0.2 -0.4 0.9 -0.593
Al 1.88186 1.25477 1.94040 0.9 1.4 -0.4 0.134
C 0.54665 1.17071 0.44712 -0.4 -1.1 0.3 -1.523
C -0.38821 0.38873 1.29066 -0.3 0.7 -1.0 0.863
C -0.93614 0.98686 2.45638 -0.5 -0.1 -0.3 -0.221
C -1.69454 0.26838 3.34583 0.2 0.0 -0.1 -0.786
C -1.92691 -1.09068 3.08726 0.5 -0.6 1.3 -0.636
C -1.41398 -1.70028 1.92502 0.6 -0.5 0.0 -1.339
C -0.65732 -0.96627 1.02774 0.3 0.3 0.4 -0.379
H 2.61082 -2.99408 2.36495 0.5 0.0 -0.3 0.584
H 1.09762 1.66747 3.28096 0.6 -0.5 0.3 -0.001
H 3.14789 2.19903 1.77510 0.2 -0.3 0.0 -0.437
H 0.89551 0.55208 -0.37976 0.1 0.1 -0.1 0.422
H 0.19814 2.12421 0.05637 0.0 0.2 0.4 0.551
H -0.71079 2.01999 2.67285 -0.3 0.0 -0.2 0.844
H -2.06628 0.75107 4.23944 -0.2 -0.1 0.0 0.638
H -2.50112 -1.66397 3.80560 -0.3 -0.1 -0.2 0.596
H -1.59646 -2.74262 1.69442 -0.4 -0.1 0.0 0.813
H -0.23167 -1.44536 0.15676 -0.2 0.0 -0.1 0.423
Mg 0.48972 -1.97796 3.65507 -0.9 1.1 -1.9 0.833
C -1.90204 5.62254 -2.41479 -0.2 -0.1 0.3 -0.749
C -1.79647 6.34416 -3.76603 0.2 0.4 0.3 0.922
C -1.15340 5.57956 -4.91784 -0.1 -0.4 -0.6 0.184
F 0.13913 5.25241 -4.64726 0.0 0.1 0.3 -0.261
F -1.13617 6.35278 -6.02347 -0.1 0.2 0.1 -0.278
F -1.18141 7.54440 -3.57907 0.1 0.0 -0.1 -0.312
F -3.06584 6.62026 -4.15815 0.0 -0.1 -0.1 -0.288
O -0.90165 5.92446 -1.43099 0.4 0.4 -0.3 -0.405
C 0.29440 5.28537 -1.38648 -0.8 -0.2 -0.1 0.844
C 1.47592 6.23028 -1.63665 0.2 0.1 0.0 0.117
F 1.37825 6.83005 -2.83202 0.0 -0.1 0.0 -0.213
F 2.62925 5.51562 -1.61512 0.0 0.0 0.1 -0.260
F 0.31979 4.21355 -2.19607 0.3 0.0 0.0 -0.280
F 0.44125 4.81421 -0.10924 0.2 -0.1 0.1 -0.325
H -2.81831 5.98817 -1.96762 0.1 0.1 0.0 0.392
H -2.05081 4.55396 -2.52678 0.2 0.0 -0.2 0.416
H -1.71717 4.67177 -5.14466 -0.1 0.0 0.1 0.306
H 1.51187 6.99615 -0.85906 0.0 -0.1 0.1 0.236
O 0.18365 1.50566 6.23825 -1.2 0.1 0.2 -1.138
H -0.40627 1.31479 5.49935 -0.3 0.4 0.1 0.325
C 6.01270 -2.08924 3.63984 0.1 -0.1 -0.2 -0.900
C 6.49989 -2.90811 4.81606 -0.1 0.3 0.1 -0.250
O 6.70202 -4.28272 4.46317 -0.1 0.0 0.1 -0.359
C 7.81474 -4.53316 3.76622 0.0 -0.1 -0.1 0.783
O 8.64257 -3.72353 3.44277 0.0 0.0 0.0 -0.545
O 7.84276 -5.83424 3.49034 0.0 0.0 0.0 -0.343
C 8.94668 -6.23926 2.67247 0.1 -0.2 -0.1 -0.635
H 5.11943 -2.53915 3.20526 -0.1 0.0 0.1 0.105
H 5.77868 -1.07061 3.95050 0.0 0.0 0.0 0.373
H 6.76363 -2.04183 2.85345 0.1 0.0 0.1 0.320
H 5.74742 -2.92016 5.60399 0.0 -0.2 0.0 0.275
H 7.41201 -2.49197 5.24258 0.1 -0.1 -0.1 0.338
H 9.89045 -5.91526 3.10436 0.0 0.1 0.0 0.298
H 8.83672 -5.83834 1.66655 0.0 0.1 0.0 0.297
H 8.91916 -7.32377 2.63424 -0.1 0.0 0.1 0.225
C -5.96569 -6.24474 0.29373 0.1 0.1 -0.1 -0.400
C -4.97633 -5.70940 1.11058 0.0 0.0 -0.1 -0.458
C -3.97714 -4.92427 0.56395 0.0 0.0 0.3 0.011
C -3.98935 -4.68388 -0.80256 0.0 0.0 0.0 0.186
C -4.96038 -5.21330 -1.63053 0.0 0.0 0.0 -0.392
C -5.96144 -6.00168 -1.07410 -0.3 0.3 0.2 -0.573
N -2.93765 -3.83178 -1.37698 -0.3 -0.3 0.0 0.972
O -2.07744 -3.40588 -0.61318 0.3 0.2 0.1 -0.650
O -2.96799 -3.59389 -2.55970 0.1 0.1 0.1 -0.579
H -6.74703 -6.85739 0.72384 0.0 0.0 0.0 0.382
H -4.98475 -5.90341 2.17580 0.0 0.0 0.0 0.349
H -3.20502 -4.50692 1.19188 0.0 0.0 -0.1 0.290
H -4.95059 -5.02571 -2.69341 0.0 0.0 0.0 0.465
H -6.72667 -6.42772 -1.71892 0.2 -0.2 -0.1 0.344
F -3.20638 5.82379 -8.35264 0.2 0.0 -0.2 -0.345
Al -3.23125 4.16073 -8.18899 -0.5 0.1 0.7 0.531
F -2.97072 3.73565 -6.57987 0.2 -0.1 0.0 -0.344
F -1.95219 3.48249 -9.17084 0.4 -0.1 -0.4 -0.170
F -4.69786 3.55784 -8.72058 0.1 -0.1 -0.2 -0.342
O -7.03436 4.33445 -0.47904 0.2 0.0 0.1 -0.875
V -5.72808 4.45528 -1.49047 -0.4 -0.1 -0.3 1.657
O -4.41279 4.58256 -2.48970 -0.2 -0.2 0.2 -0.967
K 1.83266 0.25688 5.57651 1.8 -0.2 -0.1 0.999
F -6.39310 -7.85067 -2.76810 -0.1 -0.1 -0.1 -0.811
F -0.52983 2.24039 -9.24743 -0.4 0.3 0.2 -0.168
```
Forces are in eV/Å.

## Properties
- net charge = -1
- Kohn-Sham gap (Eh) = 0.048

Record 4
Formula: C24H28AuN4O4S6Se
Source: the OMol25 dataset
Level of theory: the ωB97M-V functional and the def2-TZVPD basis

Structure (XYZ):
```
68
Properties=species:S:1:pos:R:3:forces:R:3:nbo_charge:R:1
Au 0.45760 -0.83258 0.37487 0.1 0.0 0.1 1.024
S -4.16605 4.70853 0.24436 0.0 0.0 0.0 -0.111
C -3.07786 3.47613 0.29046 0.0 0.0 0.0 -0.566
S -3.12018 2.20824 1.46741 0.0 0.0 0.0 0.451
C -1.72894 1.32164 0.89690 0.1 0.2 -0.3 -0.440
C -1.09405 1.82824 -0.17563 -0.2 -0.1 0.3 -0.424
S 0.28348 1.10823 -0.95332 0.1 -0.1 0.0 -0.187
S -1.77084 3.30181 -0.82527 0.0 0.0 0.0 0.482
S -1.28112 -0.15669 1.70722 0.3 0.0 0.0 -0.111
O 4.10833 -1.54285 -1.52666 -0.1 0.0 0.0 -0.626
C 2.91962 -1.27545 -1.51193 0.1 0.0 -0.2 0.775
O 2.13527 -1.61502 -0.53911 -0.2 -0.1 0.2 -0.802
C 2.34934 -0.55341 -2.71346 0.1 0.1 0.0 -0.147
C 3.13773 0.44182 -3.28377 0.0 0.0 0.0 -0.136
C 2.70553 1.14616 -4.39491 0.0 0.0 0.0 -0.225
C 1.49509 0.82542 -4.98619 0.0 -0.1 0.0 -0.209
C 0.73734 -0.18840 -4.42504 0.1 0.1 0.1 0.077
C 1.12352 -0.86996 -3.28128 0.0 0.0 0.0 -0.177
N -0.53177 -0.53758 -5.07659 -0.1 -0.2 -0.2 0.520
O -0.76319 -0.04826 -6.17046 0.0 0.1 0.1 -0.408
O -1.26780 -1.31744 -4.51250 0.0 0.0 0.1 -0.359
H 4.09774 0.64956 -2.83075 0.0 0.0 0.0 0.233
H 3.31620 1.93667 -4.81071 0.0 0.0 0.0 0.213
H 1.13522 1.33321 -5.86757 0.0 0.0 0.0 0.242
H 0.47849 -1.62543 -2.85328 0.0 0.0 0.0 0.265
Se 0.60160 -2.72245 1.98088 0.0 0.0 0.0 -0.139
C 1.59405 -3.99026 0.94247 0.0 0.0 0.0 -0.127
C 1.05122 -4.62683 -0.16612 0.0 0.0 0.0 -0.285
C 1.81783 -5.57526 -0.82386 0.0 0.0 0.0 0.031
N 3.04730 -5.92928 -0.45295 0.0 0.0 0.0 -0.429
C 3.55610 -5.30444 0.60402 0.0 0.0 0.0 0.036
C 2.88133 -4.33321 1.32843 0.0 0.0 0.0 -0.273
H 0.06439 -4.36921 -0.52923 0.0 0.0 0.0 0.246
H 1.41712 -6.07986 -1.69736 0.0 0.0 0.0 0.186
H 4.56554 -5.58564 0.88704 0.0 0.0 0.0 0.183
H 3.35929 -3.84009 2.16368 0.0 0.0 0.0 0.223
C -3.94849 -5.85261 1.08089 0.0 0.0 0.0 -0.608
C -4.73227 -5.18859 2.21084 0.0 0.0 0.0 -0.391
C -4.88099 -3.67181 2.08839 0.1 0.0 0.0 -0.409
C -3.56613 -2.89004 2.17580 0.0 0.0 0.0 -0.235
N -2.74696 -2.98091 0.98619 -0.2 -0.2 0.0 -0.629
C -2.91930 -2.29127 -0.15401 0.1 0.2 0.1 0.349
S -1.80350 -2.45727 -1.40165 -0.1 -0.2 -0.2 -0.344
N -3.98513 -1.46957 -0.22100 0.1 -0.1 0.0 -0.621
C -4.23113 -0.50726 -1.28464 0.0 0.0 0.0 -0.235
C -5.63883 -0.62323 -1.86043 0.0 0.0 0.0 -0.397
C -5.82212 -1.76276 -2.86226 0.0 0.0 0.0 -0.394
C -5.64054 -3.16142 -2.27956 0.0 0.0 0.0 -0.613
H -4.07291 -6.93618 1.11320 0.0 0.0 0.0 0.204
H -2.88138 -5.64304 1.14296 0.0 0.0 0.0 0.210
H -4.28997 -5.50042 0.10522 0.0 0.0 0.0 0.211
H -4.26300 -5.42220 3.17246 0.0 0.0 0.0 0.191
H -5.73464 -5.62402 2.25124 0.0 0.0 0.0 0.197
H -5.54066 -3.31482 2.88507 0.0 0.0 0.0 0.204
H -5.37564 -3.43571 1.14061 0.0 0.0 0.0 0.201
H -2.96190 -3.26924 3.00239 0.0 0.0 0.0 0.219
H -3.75731 -1.83598 2.41352 0.0 0.0 0.0 0.195
H -1.84756 -3.43140 1.06144 0.1 0.0 0.0 0.439
H -4.53365 -1.35178 0.61479 0.0 0.0 0.0 0.390
H -3.48303 -0.68671 -2.05564 0.0 0.0 0.0 0.251
H -4.06034 0.50042 -0.89209 0.0 0.0 0.0 0.198
H -5.87754 0.32297 -2.35276 0.0 0.0 0.0 0.212
H -6.36080 -0.73026 -1.04077 0.0 0.0 0.0 0.184
H -5.11344 -1.62164 -3.68345 0.0 0.0 0.0 0.208
H -6.82224 -1.67955 -3.29833 0.0 0.0 0.0 0.191
H -4.60152 -3.34626 -2.00431 0.0 0.0 0.0 0.226
H -5.92882 -3.92105 -3.00843 0.0 0.0 0.0 0.204
H -6.26194 -3.29996 -1.38957 0.0 0.0 0.0 0.187
```
Forces are in eV/Å.

## Properties
- net charge = -1
- Kohn-Sham gap (Eh) = 0.225